1.
C5H8O2 | ωB97M-V/def2-TZVPD

Values from the calculation:
Energy relative to the best compared isomer or geometry (same formula, charge and spin) (kJ/mol): 295.85
Charge: 0
Frontier orbital gap (eV): 10.319
Energy (Eh): -345.69227
HOMO level (eV): -9.457

Each line ends with the Löwdin charge.
Cartesian coordinates (Å):
C  -0.58  1.91  0.14  0.006
C  0.08  1.15  0.98  -0.314
C  -1.11  -1.41  -0.61  -0.078
C  -1.80  -1.32  0.53  -0.084
O  0.71  0.48  1.70  0.149
C  2.55  0.06  -0.55  -0.149
O  2.51  -1.09  -0.91  -0.016
H  -1.31  1.47  -0.53  0.055
H  1.85  0.82  -0.93  0.070
H  -0.38  2.97  0.14  0.062
H  -1.51  -1.04  -1.55  0.056
H  -0.11  -1.85  -0.65  0.047
H  -2.79  -0.87  0.56  0.053
H  -1.40  -1.70  1.47  0.055
H  3.29  0.41  0.20  0.087

***

2.
C5H8O2 | ωB97M-V/def2-TZVPD

Values from the calculation:
Energy relative to the best compared isomer or geometry (same formula, charge and spin) (kJ/mol): 69.28
Charge: 0
Frontier orbital gap (eV): 10.020
Energy (Eh): -345.77857
HOMO level (eV): -9.355

Each line ends with the Löwdin charge.
Cartesian coordinates (Å):
C  1.37  0.63  0.83  -0.080
C  0.85  -0.47  1.33  -0.087
C  0.61  1.13  -0.36  -0.087
C  -0.36  -0.94  0.59  -0.097
C  -0.49  0.07  -0.59  -0.583
O  -1.73  0.72  -0.59  0.023
O  -0.25  -0.55  -1.83  0.026
H  2.23  1.16  1.19  0.101
H  1.22  -1.02  2.19  0.099
H  0.14  2.10  -0.18  0.124
H  1.23  1.20  -1.25  0.123
H  -0.24  -1.96  0.22  0.117
H  -1.25  -0.90  1.22  0.119
H  -2.44  0.08  -0.75  0.102
H  -0.90  -1.23  -2.00  0.101

***

3.
C5H8O2 | ωB97M-V/def2-TZVPD

Values from the calculation:
Energy relative to the best compared isomer or geometry (same formula, charge and spin) (kJ/mol): 343.82
Charge: 0
Frontier orbital gap (eV): 9.175
Energy (Eh): -345.67400
HOMO level (eV): -8.422

Each line ends with the Löwdin charge.
Cartesian coordinates (Å):
C  1.80  -0.16  0.79  0.015
C  0.64  0.24  -0.12  -0.334
C  -0.36  -0.80  -1.15  0.065
C  -0.75  -0.12  0.09  -0.550
O  -1.25  -0.72  1.22  0.057
C  -1.07  1.31  -0.35  -0.010
O  0.43  1.55  -0.53  -0.036
H  2.80  0.07  0.40  0.078
H  1.73  -1.24  0.98  0.085
H  1.73  0.32  1.79  0.096
H  -0.94  -0.53  -2.06  0.098
H  0.07  -1.79  -1.21  0.082
H  -1.70  -1.51  0.92  0.104
H  -1.78  1.38  -1.20  0.129
H  -1.35  2.01  0.43  0.122

***

4.
C5H8O2 | ωB97M-V/def2-TZVPD

Values from the calculation:
Energy relative to the best compared isomer or geometry (same formula, charge and spin) (kJ/mol): 457.92
Charge: 0
Frontier orbital gap (eV): 9.912
Energy (Eh): -345.63054
HOMO level (eV): -9.311

Each line ends with the Löwdin charge.
Cartesian coordinates (Å):
C  -1.73  0.11  0.86  -0.166
C  -1.65  -0.51  -0.50  -0.081
O  0.75  1.11  -1.48  -0.025
C  0.90  1.87  -0.55  -0.134
C  1.90  -1.07  -0.12  -0.165
O  1.62  -0.87  1.03  -0.022
C  -1.38  -1.30  0.49  -0.080
H  -0.93  0.78  1.21  0.061
H  -2.70  0.33  1.31  0.073
H  -1.73  -0.33  -1.56  0.095
H  0.22  2.72  -0.35  0.090
H  1.74  1.75  0.17  0.085
H  1.20  -1.55  -0.83  0.082
H  2.88  -0.77  -0.54  0.089
H  -1.07  -2.26  0.87  0.098

***

5.
C5H8O2 | ωB97M-V/def2-TZVPD

Values from the calculation:
Energy relative to the best compared isomer or geometry (same formula, charge and spin) (kJ/mol): 499.18
Charge: 0
Frontier orbital gap (eV): 7.284
Energy (Eh): -345.61483
HOMO level (eV): -7.334

Each line ends with the Löwdin charge.
Cartesian coordinates (Å):
C  -0.63  -0.91  -0.75  -0.074
C  0.00  -0.09  0.31  -0.504
C  1.25  -0.35  1.08  -0.066
C  -0.08  -0.25  1.79  -0.069
O  -0.21  1.31  -0.07  0.043
C  -0.55  1.42  -1.32  -0.173
O  0.04  1.03  -2.43  0.093
H  0.05  -1.66  -1.18  0.040
H  0.16  0.06  -2.27  0.096
H  -1.55  -1.41  -0.43  0.034
H  1.71  -1.33  0.97  0.106
H  1.95  0.46  1.23  0.105
H  -0.56  -1.15  2.16  0.109
H  -0.25  0.64  2.39  0.106
H  -1.13  2.34  -1.49  0.156

***

6.
C5H8O2 | ωB97M-V/def2-TZVPD

Values from the calculation:
Energy relative to the best compared isomer or geometry (same formula, charge and spin) (kJ/mol): 463.26
Charge: 0
Frontier orbital gap (eV): 9.839
Energy (Eh): -345.62851
HOMO level (eV): -9.243

Each line ends with the Löwdin charge.
Cartesian coordinates (Å):
C  -1.77  0.10  0.87  -0.166
C  -1.68  -0.50  -0.51  -0.082
O  0.62  1.17  -1.54  -0.022
C  0.95  1.86  -0.61  -0.136
C  1.90  -1.06  -0.06  -0.162
O  1.56  -0.97  1.10  -0.016
C  -1.39  -1.30  0.47  -0.083
H  -0.99  0.78  1.22  0.060
H  -2.74  0.29  1.31  0.073
H  -1.76  -0.31  -1.56  0.093
H  0.25  2.57  -0.12  0.088
H  1.97  1.81  -0.17  0.085
H  1.22  -1.45  -0.84  0.082
H  2.90  -0.73  -0.40  0.088
H  -1.05  -2.25  0.84  0.097

***

7.
C5H8O2 | ωB97M-V/def2-TZVPD

Values from the calculation:
Energy relative to the best compared isomer or geometry (same formula, charge and spin) (kJ/mol): 128.22
Charge: 0
Frontier orbital gap (eV): 10.415
Energy (Eh): -345.75612
HOMO level (eV): -9.609

Each line ends with the Löwdin charge.
Cartesian coordinates (Å):
O  -1.12  -0.07  2.17  -0.064
C  -1.43  -0.15  0.79  -0.222
C  -0.19  0.37  0.10  -0.225
C  1.02  -0.58  -0.01  -0.135
C  1.52  0.21  -1.24  -0.079
C  0.06  0.66  -1.39  -0.350
O  -0.63  0.96  -2.33  0.111
H  -1.88  -0.38  2.68  0.089
H  -2.32  0.44  0.54  0.125
H  -1.61  -1.19  0.49  0.124
H  0.12  1.28  0.64  0.161
H  1.65  -0.68  0.87  0.114
H  0.66  -1.57  -0.32  0.120
H  2.00  -0.33  -2.06  0.112
H  2.15  1.04  -0.93  0.120

***

8.
C5H8O2 | ωB97M-V/def2-TZVPD

Values from the calculation:
Energy relative to the best compared isomer or geometry (same formula, charge and spin) (kJ/mol): 216.39
Charge: 0
Frontier orbital gap (eV): 10.317
Energy (Eh): -345.72254
HOMO level (eV): -9.376

Each line ends with the Löwdin charge.
Cartesian coordinates (Å):
C  0.05  1.11  -0.16  0.011
C  -0.26  -0.34  0.13  -0.482
C  -1.16  -1.34  -0.49  -0.050
C  -1.34  -0.93  0.96  -0.056
O  1.10  -0.68  0.37  0.021
C  1.52  0.65  0.13  -0.377
O  2.34  0.74  -1.00  0.019
H  -0.11  1.39  -1.21  0.120
H  2.14  1.60  -1.38  0.094
H  -0.46  1.84  0.48  0.117
H  -1.90  -1.02  -1.22  0.105
H  -0.70  -2.31  -0.68  0.111
H  -2.18  -0.30  1.22  0.105
H  -1.02  -1.63  1.73  0.109
H  2.09  0.99  1.00  0.153

***

9.
C5H8O2 | ωB97M-V/def2-TZVPD

Values from the calculation:
Energy relative to the best compared isomer or geometry (same formula, charge and spin) (kJ/mol): 205.16
Charge: 0
Frontier orbital gap (eV): 10.272
Energy (Eh): -345.72682
HOMO level (eV): -9.371

Each line ends with the Löwdin charge.
Cartesian coordinates (Å):
C  0.02  1.13  -0.13  0.002
C  -0.27  -0.32  0.20  -0.468
C  -1.14  -1.32  -0.49  -0.052
C  -1.37  -0.95  0.97  -0.056
O  1.09  -0.61  0.48  0.025
C  1.48  0.68  0.06  -0.395
O  2.22  0.57  -1.12  0.024
H  -0.22  1.45  -1.14  0.120
H  2.45  1.46  -1.41  0.101
H  -0.35  1.85  0.60  0.117
H  -1.85  -0.97  -1.23  0.105
H  -0.69  -2.28  -0.70  0.111
H  -2.24  -0.35  1.22  0.105
H  -1.08  -1.68  1.72  0.109
H  2.07  1.18  0.85  0.152

***

10.
C5H8O2 | ωB97M-V/def2-TZVPD

Values from the calculation:
Energy relative to the best compared isomer or geometry (same formula, charge and spin) (kJ/mol): 194.62
Charge: 0
Frontier orbital gap (eV): 10.461
Energy (Eh): -345.73083
HOMO level (eV): -9.955

Each line ends with the Löwdin charge.
Cartesian coordinates (Å):
C  1.02  0.16  1.50  -0.089
C  0.44  -0.06  0.17  -0.339
C  1.33  -0.40  -0.94  -0.053
C  -0.90  0.08  0.15  -0.017
C  -1.65  0.00  -1.08  -0.572
H  0.23  0.71  2.18  0.107
H  1.96  0.74  1.56  0.086
H  1.25  -0.77  2.12  0.109
H  2.37  0.10  -1.12  0.118
H  0.77  -0.19  -1.91  0.098
H  1.69  -1.41  -0.88  0.080
H  -1.19  0.42  1.19  0.115
H  -3.01  0.68  0.11  0.212
O  -3.03  0.06  -0.86  0.008
O  -1.28  -0.12  -2.18  0.135

***

11.
C5H8O2 | ωB97M-V/def2-TZVPD

Values from the calculation:
Energy relative to the best compared isomer or geometry (same formula, charge and spin) (kJ/mol): 446.35
Charge: 0
Frontier orbital gap (eV): 9.312
Energy (Eh): -345.63495
HOMO level (eV): -8.528

Each line ends with the Löwdin charge.
Cartesian coordinates (Å):
C  1.99  -0.38  0.08  -0.031
C  1.05  0.63  0.67  -0.295
O  0.25  1.40  -0.22  -0.003
C  -0.42  0.52  0.67  -0.243
C  -2.73  0.38  -1.49  0.062
O  -2.48  -0.16  -0.33  -0.175
C  -1.16  -0.62  0.04  -0.130
H  2.31  -1.09  0.85  0.086
H  1.53  -0.94  -0.74  0.076
H  2.88  0.12  -0.31  0.085
H  1.47  1.22  1.49  0.143
H  -0.97  1.02  1.47  0.155
H  -1.76  0.34  -2.07  0.013
H  -0.65  -0.99  -0.86  0.120
H  -1.32  -1.44  0.75  0.138

***

12.
C5H8O2 | ωB97M-V/def2-TZVPD

Values from the calculation:
Energy relative to the best compared isomer or geometry (same formula, charge and spin) (kJ/mol): 83.89
Charge: 0
Frontier orbital gap (eV): 9.420
Energy (Eh): -345.77300
HOMO level (eV): -9.874

Each line ends with the Löwdin charge.
Cartesian coordinates (Å):
C  -2.20  0.16  -0.42  -0.117
C  -0.98  -0.74  -0.18  -0.244
C  0.34  0.01  -0.39  -0.132
C  1.27  -0.02  0.80  -0.350
O  0.97  -0.38  1.92  0.106
C  2.70  0.48  0.58  -0.165
O  3.12  0.82  -0.50  0.083
H  -2.20  1.00  0.29  0.078
H  -3.14  -0.39  -0.29  0.071
H  -2.19  0.57  -1.43  0.074
H  -1.03  -1.60  -0.85  0.108
H  -1.01  -1.13  0.84  0.101
H  0.90  -0.34  -1.26  0.125
H  0.16  1.07  -0.59  0.134
H  3.30  0.50  1.50  0.129